Density functional theory data (wB97M-V/def2-TZVPD) for the ion C8H14NO2 with charge +1 at a distorted geometry.

## Properties
Calculated total energy   -518.1221 Eh
SMILES   CC(C)(C)C1=C(C=O)[NH2+]CO1
Total charge   +1
LUMO energy   -3.83 eV
Relative energy (zero: lowest compared OMol25 entry of this formula, charge and spin)   55.7 kcal per mole
Max |F|   4.08 eV/A

Each atom is followed by the atoms it is bonded to, with distances in Å.
Cartesian coordinates (Å):
1 C -1.02 -0.54 0.76  C2 1.367, C3 1.484, N9 1.486
2 C 0.24 -0.43 0.25  C1 1.367, C8 1.478, O11 1.287
3 C -2.30 0.17 0.49  C1 1.484, O10 1.219, H12 1.179
4 C 0.50 -1.67 2.07  N9 1.470, O11 1.428, H13 1.107, H14 1.026
5 C 2.09 0.14 -1.24  C8 1.596, H15 1.107, H16 1.146, H17 1.130
6 C 0.50 2.00 -0.44  C8 1.627, H18 1.070, H19 1.078, H20 1.100
7 C -0.39 0.26 -2.11  C8 1.556, H21 1.150, H22 1.130, H23 1.099
8 C 0.56 0.44 -0.90  C2 1.478, C5 1.596, C6 1.627, C7 1.556
9 N -0.93 -1.34 2.01  C1 1.486, C4 1.470, H24 1.074, H25 1.080
10 O -3.30 0.01 1.17  C3 1.219
11 O 1.12 -1.08 0.92  C2 1.287, C4 1.428
12 H -2.45 0.75 -0.52  C3 1.179
13 H 0.93 -1.21 2.98  C4 1.107
14 H 0.58 -2.69 2.13  C4 1.026
15 H 2.38 0.67 -2.17  C5 1.107
16 H 2.63 0.35 -0.25  C5 1.146
17 H 2.02 -0.97 -1.45  C5 1.130
18 H 0.02 2.22 0.49  C6 1.070
19 H 0.08 2.63 -1.21  C6 1.078
20 H 1.54 2.36 -0.41  C6 1.100
21 H -0.31 1.26 -2.67  C7 1.150
22 H -1.43 0.04 -1.72  C7 1.130
23 H -0.10 -0.49 -2.86  C7 1.099
24 H -1.28 -0.80 2.87  N9 1.074
25 H -1.70 -2.08 1.82  N9 1.080

Atomic partial charges in e from the natural (NBO) method, atoms 1 to 6:
1 C -0.17
2 C 0.49
3 C 0.37
4 C 0.10
5 C -0.60
6 C -0.60



Density functional theory data (wB97M-V/def2-TZVPD) for the ion C8H14NO3 with charge +1 at a distorted geometry.

## Properties
Calculated total energy   -593.3658 Eh
Total charge   +1
LUMO energy   -3.06 eV
Relative energy (zero: lowest compared OMol25 entry of this formula, charge and spin)   31.5 kcal per mole
Max |F|   6.79 eV/A

Each atom is followed by the atoms it is bonded to, with distances in Å.
Cartesian coordinates (Å):
1 C 1.57 0.10 0.15  C6 1.475, O10 1.157
2 C -0.29 0.67 -1.37  C4 1.586, C6 1.523, H13 1.050, H14 1.014
3 C -0.40 0.90 1.21  C5 1.514, C6 1.600, H15 1.147, H16 0.977
4 C -1.47 -0.31 -0.95  C2 1.586, N9 1.517, H17 1.178, H18 1.108
5 C -0.88 -0.53 1.39  C3 1.514, N9 1.441, H19 1.091, H20 1.101
6 C 0.48 1.07 -0.11  C1 1.475, C2 1.523, C3 1.600, C8 1.536
7 C 0.53 -1.71 -0.18  N9 1.607, O11 1.307, O12 1.367
8 C 1.14 2.45 -0.23  C6 1.536, H21 1.082, H22 1.073, H23 1.117
9 N -0.97 -1.24 0.14  C4 1.517, C5 1.441, C7 1.607, H24 1.010
10 O 2.63 0.08 0.60  C1 1.157
11 O 0.61 -2.17 -1.40  C7 1.307, H25 1.012
12 O 0.85 -2.60 0.82  C7 1.367, H26 0.972
13 H 0.37 0.05 -1.90  C2 1.050
14 H -0.74 1.48 -1.79  C2 1.014
15 H -1.31 1.58 1.02  C3 1.147
16 H 0.04 1.27 1.99  C3 0.977
17 H -2.39 0.27 -0.50  C4 1.178
18 H -1.85 -0.85 -1.83  C4 1.108
19 H -0.30 -1.02 2.17  C5 1.091
20 H -1.86 -0.50 1.90  C5 1.101
21 H 1.62 2.25 -1.18  C8 1.082
22 H 1.82 2.67 0.58  C8 1.073
23 H 0.52 3.35 -0.44  C8 1.117
24 H -1.64 -1.98 0.00  N9 1.010
25 H 0.34 -3.15 -1.40  O11 1.012
26 H 1.57 -2.14 1.28  O12 0.972

Atomic partial charges in e from the natural (NBO) method, atoms 1 to 6:
1 C 0.70
2 C -0.42
3 C -0.38
4 C -0.22
5 C -0.26
6 C -0.16



Question: What is the total charge in the first record?
Answer: +1